No. 1
{
  "formula": "CBrClNO2P",
  "method": "the ωB97M-V functional and the def2-TZVPD basis",
  "orbital_gap_ev": [8.1238, 8.1210],
  "e_homo_ev": [-11.09, -11.09],
  "lumo_ha": [-0.1091, -0.1092],
  "multiplicity": 1,
  "elements": ["Br", "Cl", "P", "O", "O", "N", "C"],
  "coordinates": [[0.80398, -2.60811, 0.02071], [2.43086, 0.14744, 0.76052], [0.53742, -0.48745, 0.62013], [0.04016, 0.10783, -0.87529], [-1.30712, 0.04240, 2.08116], [-1.61319, 1.77310, -1.51150], [-0.89212, 1.02480, -1.09573]]
}


No. 2
{
  "formula": "C22H38O7",
  "method": "the ωB97M-V functional and the def2-TZVPD basis",
  "orbital_gap_ev": 9.7667,
  "e_homo_ev": -9.88,
  "smiles": "CCCCCCCCCCCCCCCC(=O)OC[C@H](O)[C@H]1OC(=O)C(=O)[C@H]1O",
  "lumo_ha": -0.0043,
  "multiplicity": 1,
  "elements": ["O", "O", "O", "O", "O", "O", "O", "C", "C", "C", "C", "C", "C", "C", "C", "C", "C", "C", "C", "C", "C", "C", "C", "C", "C", "C", "C", "C", "C", "H", "H", "H", "H", "H", "H", "H", "H", "H", "H", "H", "H", "H", "H", "H", "H", "H", "H", "H", "H", "H", "H", "H", "H", "H", "H", "H", "H", "H", "H", "H", "H", "H", "H", "H", "H", "H", "H"],
  "coordinates": [[1.41649, 0.12219, 1.74364], [2.60630, -2.65463, -1.35151], [-1.55647, -0.51825, 1.72444], [-0.31095, -1.41736, -0.84306], [2.10191, -0.49330, -1.59687], [-1.84337, -3.30977, 1.08739], [1.51679, -2.02577, 1.10395], [3.81357, 3.79966, 0.13567], [-2.48853, 2.65276, -0.21527], [-0.08439, 3.44569, 0.03788], [4.28465, 2.43324, 0.65242], [-8.08385, -0.40190, -0.62656], [1.30220, -3.02533, -1.79160], [0.17856, -2.72934, -0.78925], [4.34243, -1.13113, -0.93401], [0.86679, -0.90883, 1.49715], [2.90974, -1.34881, -1.32284], [4.27166, 1.36209, -0.43766], [-1.01148, 2.30872, -0.38274], [-0.61741, -1.25297, 1.60903], [1.37910, 3.05954, -0.16334], [-0.65408, -2.77187, 1.55325], [4.49097, -0.03648, 0.13272], [0.59638, -3.01534, 0.67464], [-4.85836, 1.75315, -0.32259], [2.33862, 4.09027, 0.42468], [-3.37374, 1.43896, -0.48531], [-5.73228, 0.52271, -0.55267], [-7.21959, 0.83315, -0.40282], [-7.50035, 1.60718, -1.12096], [5.29960, 2.51729, 1.04884], [-0.31487, 4.34623, -0.53775], [3.98912, 3.85799, -0.94095], [-5.14368, 2.53668, -1.02934], [-0.44910, -3.15839, 2.56424], [3.31262, 1.38226, -0.94915], [-7.92620, -0.80164, -1.62621], [2.19093, 4.13087, 1.50638], [-2.66196, 3.00010, 0.80557], [0.40342, -0.81423, -1.14802], [-3.18847, 1.07385, -1.49864], [-3.09269, 0.64460, 0.20892], [5.05075, 1.58298, -1.17290], [4.40699, 4.58890, 0.60359], [1.36630, -4.10034, -1.96561], [-0.66625, -3.39267, -1.01804], [-5.03628, 2.13749, 0.68443], [-0.25535, 3.67305, 1.09240], [3.76897, -0.21398, 0.93076], [-0.78699, 1.43243, 0.22669], [4.89068, -0.83523, -1.83268], [-2.75872, 3.46654, -0.89338], [-2.41332, -2.58251, 0.79582], [-5.54587, 0.12948, -1.55525], [5.49210, -0.10835, 0.56287], [1.57360, 2.94566, -1.23250], [1.06488, -3.99265, 0.79023], [4.74070, -2.08198, -0.57944], [3.63833, 2.11703, 1.47211], [-7.40523, 1.22916, 0.59821], [1.54498, 2.09631, 0.31958], [-0.81592, 2.04626, -1.42545], [-9.13828, -0.15848, -0.51683], [-5.45314, -0.25385, 0.16358], [-7.83388, -1.17756, 0.09431], [2.09496, 5.07793, 0.02264], [1.07201, -2.50991, -2.73189]]
}


No. 3
{
  "formula": "C19H28N3OS3SbSiW",
  "method": "the ωB97M-V functional and the def2-TZVPD basis",
  "orbital_gap_ev": [3.9056, 2.3969],
  "e_homo_ev": [-16.07, -16.07],
  "s2": 0.77,
  "lumo_ha": [-0.4469, -0.5023],
  "charge": 3,
  "multiplicity": 2,
  "elements": ["W", "Sb", "S", "S", "S", "Si", "O", "N", "N", "N", "C", "C", "C", "C", "C", "C", "C", "C", "C", "C", "C", "C", "C", "C", "C", "C", "C", "C", "C", "H", "H", "H", "H", "H", "H", "H", "H", "H", "H", "H", "H", "H", "H", "H", "H", "H", "H", "H", "H", "H", "H", "H", "H", "H", "H", "H", "H"],
  "coordinates": [[-0.48530, -0.30340, 0.63210], [0.88900, 1.51050, -2.12530], [1.45410, -0.59610, -0.43320], [2.24080, 3.10130, -1.36100], [-1.25870, 1.55080, -0.32960], [-1.15610, -0.70110, 3.49290], [-0.32770, -5.39530, 0.62350], [0.04590, 0.13250, 2.44320], [-0.47920, -6.56120, -1.30530], [-1.37150, -1.81800, -0.65080], [-2.47490, -1.15590, 2.05470], [3.13530, 2.53850, 3.89280], [-2.92980, -2.79280, -2.18510], [1.54040, 0.77470, 4.28550], [-1.33400, -4.20360, -1.07870], [-2.39180, -1.69750, -1.53230], [-0.84630, -6.73840, -2.69000], [-2.04080, -7.68960, -2.83250], [2.71760, 2.63530, 2.56070], [-0.66620, -8.39480, 0.39010], [-2.00590, 0.60970, 4.56460], [-0.87080, -3.05190, -0.44720], [1.07780, 0.88690, 2.95600], [2.55300, 1.59180, 4.73890], [-2.41990, -4.06560, -1.94680], [0.17990, -7.67930, -0.66060], [1.69730, 1.83390, 2.10240], [-0.38600, -2.36980, 4.01000], [-0.68640, -5.46800, -0.54190], [0.19430, -2.84440, 3.20660], [-3.75060, -2.65590, -2.87350], [-0.06530, -9.17560, 0.84880], [1.11020, 0.03300, 4.94190], [-2.89150, -4.91770, -2.41170], [-1.03600, -5.77430, -3.16210], [-1.00690, -7.71330, 1.16520], [-1.77130, -8.71060, -2.57610], [3.90160, 3.20270, 4.26580], [3.18750, 3.34550, 1.89550], [-0.03960, -3.15650, 0.26990], [-3.41260, -1.22420, 2.61160], [-2.70340, -0.36990, 1.28520], [1.31100, 1.94960, 1.08410], [-2.36940, -7.70180, -3.86810], [2.90380, 1.49340, 5.75610], [-1.35820, 1.00550, 5.34410], [-2.37830, -2.16690, 1.63240], [-2.32750, 1.46450, 3.96130], [0.00440, -7.19070, -3.20860], [0.51260, -8.37300, -1.43180], [1.06040, -7.28380, -0.13600], [-2.78990, -0.69520, -1.69070], [-2.86750, -7.38340, -2.19620], [-1.14330, -3.08220, 4.33320], [0.28960, -2.25830, 4.85730], [-1.53430, -8.85490, -0.07980], [-2.88630, 0.21450, 5.06780]]
}


No. 4
{
  "formula": "C12H33N9O22P",
  "method": "the ωB97M-V functional and the def2-TZVPD basis",
  "orbital_gap_ev": 7.4595,
  "e_homo_ev": -5.75,
  "lumo_ha": 0.0627,
  "charge": -1,
  "multiplicity": 1,
  "elements": ["P", "O", "O", "O", "O", "O", "O", "O", "O", "O", "O", "O", "O", "O", "O", "O", "O", "O", "O", "O", "O", "O", "O", "N", "N", "N", "N", "N", "N", "N", "N", "N", "C", "C", "C", "C", "C", "C", "C", "C", "C", "C", "C", "C", "H", "H", "H", "H", "H", "H", "H", "H", "H", "H", "H", "H", "H", "H", "H", "H", "H", "H", "H", "H", "H", "H", "H", "H", "H", "H", "H", "H", "H", "H", "H", "H", "H"],
  "coordinates": [[-2.05154, 1.98635, -0.74668], [7.56462, -4.39700, -0.38315], [-1.79757, 3.51683, -0.33087], [2.47268, 3.66562, 4.32110], [2.56394, -1.85805, -0.16237], [-7.75242, -0.36900, -1.90471], [-5.38679, -2.58602, -3.69179], [2.17405, -4.62040, 3.84307], [3.00348, 4.49521, -1.27322], [-0.88731, 1.51134, -1.72366], [-3.34914, 1.88770, -1.43635], [-0.99896, -0.75063, 1.31023], [-6.80371, 3.06532, -6.23662], [3.76730, 1.94941, 4.08163], [6.77398, -4.34844, 1.61870], [2.35916, -6.06205, 2.24596], [-1.96443, 1.18295, 0.60960], [-2.45576, -0.83643, -0.38126], [-6.73092, -1.24238, -0.22740], [4.32270, 4.73266, 0.41952], [-5.23127, -4.07887, -5.24330], [-5.20883, 3.77483, -4.97435], [3.03852, -1.49642, 1.90880], [-6.22627, 3.15208, -5.16804], [3.33327, 2.89770, 4.69547], [-5.82857, -3.48829, -4.36941], [2.60023, -5.64720, 3.36033], [2.40939, -2.04828, 1.02790], [-6.73524, -0.69314, -1.30476], [6.76565, -4.02142, 0.44874], [3.67462, 5.15629, -0.51643], [0.32717, 1.06765, -1.08240], [3.50104, -6.46340, 4.21947], [3.70027, 6.62482, -0.76463], [1.37595, -3.03822, 1.42654], [3.01821, 2.11829, 1.33261], [3.92018, 3.13588, 6.04495], [-1.81180, -0.29289, 0.49382], [-6.84032, 2.42893, -4.01905], [5.69610, -3.09109, -0.00878], [-7.23366, -3.89175, -4.08686], [2.36634, 1.59714, 0.03516], [0.88739, 1.97371, -0.09921], [-5.42741, -0.39421, -1.93939], [3.84078, 2.77404, 1.06828], [6.17943, -2.20307, -0.40258], [3.73234, 2.24827, 6.64073], [4.33400, 7.08811, -0.01812], [4.09332, 6.77709, -1.76485], [0.81629, 2.99729, -0.45669], [-4.86850, 0.26226, -1.27156], [2.94177, -6.73300, 5.10985], [5.12999, -3.60133, -0.78158], [-6.87863, 1.37600, -4.27671], [0.45770, 1.87075, 0.90191], [-2.29785, 3.66533, 0.48071], [5.06584, -2.84348, 0.83681], [-7.83852, 2.83170, -3.87971], [3.44400, 4.00736, 6.47812], [2.67836, 6.98382, -0.69140], [3.80204, -7.34195, 3.66215], [-4.90742, -1.32615, -2.07162], [2.40689, 0.51134, 0.00035], [-7.86034, -3.02017, -4.24986], [-5.61529, 0.08759, -2.88835], [1.35987, -3.09512, 2.49938], [1.65406, -3.98865, 0.98496], [0.41997, -2.68710, 1.03903], [3.37482, 1.29513, 1.93283], [4.35694, -5.84422, 4.47004], [2.86280, 1.95293, -0.86473], [-7.27705, -4.20860, -3.04934], [2.26199, 2.64476, 1.90808], [0.17999, 0.12809, -0.73238], [-6.23027, 2.59090, -3.13713], [4.98569, 3.29501, 5.91196], [-7.49928, -4.70008, -4.75744]]
}


No. 5
{
  "formula": "C2H3ClF2S",
  "method": "the ωB97M-V functional and the def2-TZVPD basis",
  "orbital_gap_ev": 8.9075,
  "e_homo_ev": -9.60,
  "lumo_ha": -0.0255,
  "multiplicity": 1,
  "elements": ["Cl", "S", "F", "F", "C", "C", "H", "H", "H"],
  "coordinates": [[-1.84067, -2.01272, -0.76099], [-2.21481, 0.09680, 1.02021], [1.64226, -0.05574, 0.79587], [2.19852, 1.76273, -0.11759], [-1.23418, -0.62812, -0.07431], [1.63870, 0.50346, -0.40846], [-3.36953, -0.58834, 1.60587], [2.40655, 0.21516, -1.05126], [0.77316, 0.70676, -1.00935]]
}


No. 6
{
  "formula": "C2H6N4",
  "method": "the ωB97M-V functional and the def2-TZVPD basis",
  "orbital_gap_ev": 8.9665,
  "e_homo_ev": -7.84,
  "smiles": "NN1C=CNN1",
  "lumo_ha": 0.0415,
  "multiplicity": 1,
  "elements": ["N", "N", "N", "N", "C", "C", "H", "H", "H", "H", "H", "H"],
  "coordinates": [[-0.95080, 0.20231, -1.41242], [0.01205, -0.30073, 0.53527], [-1.19035, 0.23611, -0.03206], [0.18158, -0.51806, 1.94340], [1.07845, 0.11367, -0.30006], [0.62883, 0.36223, -1.54827], [-0.40037, -1.38016, 1.95162], [-0.14915, 0.18849, 2.54851], [1.12795, 0.64193, -2.37163], [2.04763, -0.07899, 0.16080], [-1.09934, 1.24429, 0.27433], [-1.28648, -0.71109, -1.74949]]
}


Going through the records in order, we get energy relative to the best compared isomer or geometry (same formula, charge and spin) values of 619.8 40.1 112.8 0.0 358.8 463.0 kJ/mol.